1.
This record from the Open Molecules 2025 dataset describes C12H14AlBI2N2O2 as an isolated structure in a non-equilibrium geometry. The level of theory is the ωB97M-V functional and the def2-TZVPD basis.

The value obtained for the strongest force on any atom is 3.7 eV Å⁻¹. Its LUMO energy is -0.420 Eh. The value obtained for the orbital gap is 3.039 eV. Its energy relative to the best compared isomer or geometry (same formula, charge and spin) is 0.000 eV.

Geometry as ORCA input:
```
! RIJCOSX wB97M-V def2-TZVPD def2/J DEFGRID3
* xyz 2 1
C 0.064 -2.889 -0.773
C -0.729 -1.699 -1.369
O -1.859 -1.970 -1.848
N -0.315 -0.343 -1.537
B -0.133 0.540 -0.282
C -1.500 1.028 0.391
I -3.363 0.006 0.107
C -1.552 2.195 1.183
C -2.920 2.655 1.828
I 0.110 3.456 1.598
C 0.905 -0.006 0.863
C 0.447 -0.822 2.037
C 1.466 -1.216 3.012
C 2.861 -0.808 2.728
N 3.325 -0.087 1.663
C 2.366 0.282 0.786
C 0.774 -0.172 -2.533
C 0.556 0.739 -3.799
O 1.841 -0.680 -2.382
H 1.175 -2.706 -0.752
H -0.331 -3.151 0.250
H -0.089 -3.818 -1.394
H 0.411 1.543 -0.679
H -2.707 3.492 2.552
H -3.622 3.086 1.066
H -3.383 1.842 2.450
H -0.628 -1.105 2.145
H 1.225 -1.793 3.931
H 3.631 -1.135 3.476
H 2.708 0.864 -0.110
H 0.049 0.137 -4.603
H 1.547 1.077 -4.199
H -0.050 1.660 -3.556
Al -2.280 -0.201 -2.249
*
```

Atomic partial charges in e from the natural (NBO) method, atoms 1 to 4: atom 1 (C): -0.745, atom 2 (C): 0.832, atom 3 (O): -0.714, atom 4 (N): -0.873

=====

2.
This record from the Open Molecules 2025 dataset describes C12H14BIrN9 as an isolated structure in a non-equilibrium geometry. The level of theory is the ωB97M-V functional and the def2-TZVPD basis.

The value obtained for the strongest force on any atom is 7.0 eV Å⁻¹. Its LUMO energy (spin up / spin down) is -0.216 / -0.420 Eh. The value obtained for the orbital gap (spin up / spin down) is 7.109 / 4.225 eV. Its expectation value of S² is 8.80. Its energy relative to the best compared isomer or geometry (same formula, charge and spin) is 1.103 eV.

Geometry as ORCA input:
```
! RIJCOSX wB97M-V def2-TZVPD def2/J DEFGRID3
* xyz 2 6
H 0.803 3.113 1.438
N 0.419 1.632 -0.069
B 0.051 0.377 -2.329
N 0.388 1.667 -1.461
C 0.772 2.897 -1.857
Ir -0.199 -0.017 0.895
H 0.872 3.124 -2.911
C 1.020 3.683 -0.736
H 1.349 4.708 -0.739
C 0.766 2.876 0.385
H 0.198 0.508 -3.514
C -0.954 -1.515 2.144
H -0.993 -1.610 3.266
H -0.143 -2.237 1.888
H -1.821 -1.985 1.676
N -1.392 -0.017 -1.942
N 0.982 -0.740 -1.736
N -1.654 -0.204 -0.608
N 1.060 -0.942 -0.360
C -2.530 -0.226 -2.641
C 1.885 -1.545 -2.342
H -2.529 -0.122 -3.717
H 2.054 -1.499 -3.412
C -3.546 -0.556 -1.752
C 2.519 -2.321 -1.368
C -2.957 -0.534 -0.476
C 1.970 -1.932 -0.142
H -4.570 -0.760 -2.027
H 3.294 -3.052 -1.569
H -3.368 -0.694 0.509
H 2.183 -2.277 0.867
H -1.444 -0.401 1.983
N 1.097 0.368 2.254
C 1.220 0.336 3.444
N 1.670 0.418 4.627
C 1.010 -0.069 5.672
N 0.521 -0.454 6.661
*
```

Atomic partial charges in e from the natural (NBO) method, atoms 1 to 4: atom 1 (H): 0.249, atom 2 (N): -0.341, atom 3 (B): 0.531, atom 4 (N): -0.305

=====

3.
This record from the Open Molecules 2025 dataset describes a 2-piece molecular cluster, C12H14BN overall in a non-equilibrium geometry. The level of theory is the ωB97M-V functional and the def2-TZVPD basis.

The value obtained for the strongest force on any atom is 4.5 eV Å⁻¹. Its structure (SMILES) is C1=C[C@H](c2ccccc2)CC1.BC#N. Its LUMO energy is -0.052 Eh. The value obtained for the orbital gap is 7.461 eV. Its energy relative to the best compared isomer or geometry (same formula, charge and spin) is 1.512 eV.

Geometry as ORCA input:
```
! RIJCOSX wB97M-V def2-TZVPD def2/J DEFGRID3
* xyz 0 1
C 7.385 2.757 0.199
C 6.814 1.956 1.125
C 6.472 0.607 0.504
C 6.446 -0.608 1.417
C 5.904 -0.519 2.704
C 5.876 -1.648 3.536
C 6.434 -2.857 3.108
C 6.933 -2.958 1.805
C 6.942 -1.839 0.963
C 7.500 0.526 -0.643
C 7.757 1.991 -1.058
H 7.592 3.827 0.292
H 6.533 2.185 2.156
H 5.501 0.701 0.043
H 5.490 0.430 3.051
H 5.420 -1.567 4.525
H 6.456 -3.731 3.767
H 7.321 -3.906 1.425
H 7.332 -1.932 -0.054
H 7.156 -0.091 -1.470
H 8.437 0.124 -0.242
H 8.803 2.113 -1.356
H 7.133 2.233 -1.935
B 2.936 -1.675 -3.534
C 4.232 -0.925 -3.646
N 5.275 -0.363 -3.708
H 3.000 -2.875 -3.567
H 1.906 -1.092 -3.346
*
```

Atomic partial charges in e from the natural (NBO) method, atoms 1 to 4: atom 1 (C): -0.177, atom 2 (C): -0.189, atom 3 (C): -0.285, atom 4 (C): -0.023

=====

4.
This record from the Open Molecules 2025 dataset describes C12H14ClN5O13SV as an isolated structure in a non-equilibrium geometry. The level of theory is the ωB97M-V functional and the def2-TZVPD basis.

The value obtained for the strongest force on any atom is 4.6 eV Å⁻¹. Its LUMO energy (spin up / spin down) is 0.168 / 0.168 Eh. The value obtained for the orbital gap (spin up / spin down) is 4.854 / 8.625 eV. Its expectation value of S² is 3.78. Its energy relative to the best compared isomer or geometry (same formula, charge and spin) is 1.648 eV.

Geometry as ORCA input:
```
! RIJCOSX wB97M-V def2-TZVPD def2/J DEFGRID3
* xyz -2 4
V 0.397 -0.153 -0.148
C 3.955 -0.009 -1.842
C 3.323 1.104 -1.110
N 2.107 1.096 -0.613
C 1.902 2.300 -0.014
C 3.040 3.087 -0.151
N 3.927 2.290 -0.852
C 3.375 4.440 0.275
O 2.450 5.090 0.960
O 4.460 4.942 0.007
C 0.588 2.516 0.610
O 0.334 3.630 1.142
O -0.199 1.537 0.520
H 3.234 -0.412 -2.565
H 4.155 -0.805 -1.126
H 4.872 0.307 -2.337
H 4.868 2.571 -1.080
H 1.586 4.530 1.081
O 1.594 -1.180 -3.285
S 0.521 -1.345 -2.315
O -0.457 -2.330 -2.741
O 1.066 -1.676 -0.955
O -0.161 -0.023 -2.061
O 1.183 -2.475 1.672
Cl 2.037 -1.367 1.876
O 2.611 -1.479 3.193
O 3.101 -1.298 0.942
O 1.284 -0.142 1.860
N -5.697 -3.384 0.682
C -4.926 -2.783 1.669
O -5.335 -2.776 2.829
C -3.690 -2.165 1.219
C -3.335 -1.984 -0.135
C -2.148 -1.383 -0.466
N -1.249 -0.948 0.437
C -1.579 -1.110 1.738
C -2.748 -1.692 2.157
H -6.460 -3.946 1.026
H -5.241 -3.722 -0.149
H -3.987 -2.289 -0.940
H -1.880 -1.257 -1.504
H -0.861 -0.730 2.454
H -2.965 -1.806 3.210
N -2.530 1.820 -1.440
H -2.062 2.719 -1.369
H -1.849 1.197 -1.878
H -2.612 1.488 -0.481
*
```

Atomic partial charges in e from the natural (NBO) method, atoms 1 to 4: atom 1 (V): 1.264, atom 2 (C): -0.706, atom 3 (C): 0.465, atom 4 (N): -0.487

=====

5.
This record from the Open Molecules 2025 dataset describes C12H14CrN2O4 as an isolated structure in a non-equilibrium geometry. The level of theory is the ωB97M-V functional and the def2-TZVPD basis.

The value obtained for the strongest force on any atom is 3.2 eV Å⁻¹. Its LUMO energy (spin up / spin down) is -0.361 / -0.333 Eh. The value obtained for the orbital gap (spin up / spin down) is 4.512 / 5.284 eV. Its expectation value of S² is 6.02. Its energy relative to the best compared isomer or geometry (same formula, charge and spin) is 6.737 eV.

Geometry as ORCA input:
```
! RIJCOSX wB97M-V def2-TZVPD def2/J DEFGRID3
* xyz 2 5
Cr 1.353 -2.257 2.165
O -2.098 -0.015 -0.676
C -2.742 0.981 -0.795
O -2.111 1.273 2.422
C -2.453 2.092 1.603
O -2.768 3.326 2.081
N -2.823 2.009 0.225
C -3.635 3.971 1.163
C -3.571 3.213 -0.134
H -3.346 5.010 1.011
H -4.680 3.953 1.511
H -3.005 3.752 -0.917
H -4.568 2.847 -0.441
C -3.323 1.158 -2.135
C -2.862 0.373 -3.207
H -4.149 1.871 -2.141
H -1.944 -0.288 -3.167
H -3.445 0.394 -4.147
O 2.725 -1.203 3.080
C 3.827 -1.813 2.277
C 3.553 -2.354 0.882
C 4.484 -2.933 0.013
C 4.205 -3.198 -1.311
C 2.993 -2.730 -1.747
C 2.064 -2.195 -0.868
N 2.282 -2.123 0.456
H 2.941 -0.297 3.234
H 4.385 -0.885 2.284
H 4.487 -2.446 2.882
H 5.430 -3.226 0.396
H 4.899 -3.701 -1.965
H 2.754 -2.785 -2.789
H 1.140 -1.776 -1.243
*
```

Atomic partial charges in e from the natural (NBO) method, atoms 1 to 4: atom 1 (Cr): 1.597, atom 2 (O): -0.593, atom 3 (C): 0.669, atom 4 (O): -0.595

=====

6.
This record from the Open Molecules 2025 dataset describes C12H14F2O8Pb as an isolated structure in a non-equilibrium geometry. The level of theory is the ωB97M-V functional and the def2-TZVPD basis.

The value obtained for the strongest force on any atom is 4.3 eV Å⁻¹. Its LUMO energy is -0.156 Eh. The value obtained for the orbital gap is 1.855 eV.

Geometry as ORCA input:
```
! RIJCOSX wB97M-V def2-TZVPD def2/J DEFGRID3
* xyz 0 1
Pb 1.461 -0.932 -4.696
O -0.698 -1.455 -0.743
H -1.052 -2.312 -1.060
H -0.001 -1.277 -1.436
H -1.439 -0.784 -0.798
O 0.610 2.703 -2.294
H 0.551 1.851 -2.776
H -0.072 2.672 -1.552
H 0.385 3.440 -2.889
C -4.304 0.852 0.618
C -3.349 1.850 0.606
C -2.127 1.814 -0.284
O -1.210 2.698 -0.145
C -2.046 0.974 -1.378
C -3.088 -0.048 -1.538
C -4.233 -0.169 -0.419
O -4.860 -1.214 -0.397
O -3.112 -0.923 -2.400
O -3.489 2.721 1.515
H -5.183 0.795 1.240
H -1.220 0.912 -2.073
F 1.069 -0.313 -2.376
F 0.439 1.322 -4.628
C 3.729 -1.756 2.987
C 3.950 -1.663 1.621
C 3.055 -0.969 0.818
C 1.975 -0.364 1.398
C 1.583 -0.526 2.729
C 2.487 -1.263 3.491
O 2.101 -1.605 4.763
O 3.219 -0.840 -0.530
H 4.259 -2.458 3.613
H 4.797 -2.190 1.202
H 1.357 0.276 0.773
H 0.720 -0.052 3.172
H 1.212 -1.291 4.944
H 2.524 -0.477 -1.082
*
```

Atomic partial charges in e from the natural (NBO) method, atoms 1 to 4: atom 1 (Pb): 1.535, atom 2 (O): -0.791, atom 3 (H): 0.542, atom 4 (H): 0.560

=====

Q: What is the strongest force on any atom in the first record?
A: 3.7 eV Å⁻¹

=====

Q: Look up the strongest force on any atom of the fifth one.
A: 3.2 eV Å⁻¹

=====

Q: Number 1 is which compound?
A: C12H14AlBI2N2O2